1.
Density functional theory data (wB97M-V/def2-TZVPD) for 2 unconnected molecules or ions with the total composition C2H3FS.

The geometry in XYZ format:
```
7
Properties=species:S:1:pos:R:3:forces:R:3:nbo_charge:R:1
C -0.27133 1.08718 -0.47502 2.588 -4.209 0.177 -0.3347
C 0.26771 -0.80653 0.36150 -1.882 3.851 -1.347 0.0479
F -0.55073 -0.87328 1.44037 -0.397 -0.249 -0.056 -0.3583
S 0.24450 1.65529 -1.84711 -0.361 0.131 0.512 0.1496
H -0.94717 1.22545 0.30418 -1.402 1.228 0.887 0.1862
H 1.25027 -0.87519 0.67794 2.010 0.175 0.380 0.1541
H 0.00675 -1.41292 -0.46185 -0.557 -0.927 -0.553 0.1552
```
Forces are in eV/Å.

Values from the calculation:
2S+1	1
orbital gap	7.9	eV
total charge	0
HOMO energy	-8.27	eV

---

2.
Density functional theory data (wB97M-V/def2-TZVPD) for C5H7NO in the gas phase.

The geometry in XYZ format:
```
14
Properties=species:S:1:pos:R:3:forces:R:3:nbo_charge:R:1
C -1.81812 -0.18637 -0.38901 -0.052 -0.021 -0.011 -0.6509
C -0.33860 -0.10409 -0.16067 0.159 -0.228 -0.052 0.1140
C 0.49699 -1.06534 -0.58251 -0.577 0.485 0.130 -0.3767
C 1.89004 -1.05254 -0.28620 1.482 -0.824 0.289 0.2747
N 3.00404 -1.18776 0.01506 -1.120 0.193 -0.384 -0.3476
C 0.13964 1.11097 0.60762 -0.293 -0.500 0.128 -0.0994
O 1.49732 1.38191 0.48631 2.477 -1.471 1.315 -0.7226
H -2.35714 -0.06846 0.55954 0.081 -0.005 -0.141 0.2276
H -2.14620 0.62696 -1.04820 0.054 -0.111 0.107 0.2308
H -2.11381 -1.13900 -0.83732 0.073 0.159 0.071 0.2248
H 0.13131 -1.94018 -1.10516 0.027 0.042 -0.025 0.2446
H -0.18375 0.98261 1.65796 0.052 0.043 -0.174 0.1801
H -0.39793 1.98806 0.22448 0.138 -0.090 0.049 0.1955
H 2.14563 0.65956 0.91304 -2.500 2.328 -1.302 0.5051
```
Forces are in eV/Å.

Values from the calculation:
2S+1	1
orbital gap	10.6	eV
total charge	0
HOMO energy	-9.92	eV

---

3.
Density functional theory data (wB97M-V/def2-TZVPD) for a molecular structure, C31H35Cl2FN4NiO4PS2.

The geometry in XYZ format:
```
81
Properties=species:S:1:pos:R:3:forces:R:3:mulliken_spin:R:1
Ni 0.76829 0.22745 1.92484 -0.448 0.666 -0.063 1.7074
Cl 0.12719 0.21753 4.61463 -0.186 0.080 0.185 0.0270
C -0.50493 -1.39775 4.87325 1.089 0.475 -0.625 -0.0055
C -1.03858 -1.69238 6.10000 -0.253 0.752 0.648 -0.0009
C -1.49266 -2.96852 6.31264 -0.038 -0.733 -0.125 -0.0002
C -1.33203 -3.93817 5.33278 -0.301 -0.674 -0.184 0.0003
C -0.74487 -3.62800 4.11623 0.092 0.303 0.523 0.0018
Cl -0.53255 -4.85619 2.91881 -0.142 -0.301 0.044 0.0013
C -0.28134 -2.33314 3.84663 -0.342 0.361 -0.401 0.0030
S 0.39742 -1.95974 2.28383 -0.036 -0.824 0.082 0.0971
H -1.11737 -0.93460 6.89973 0.055 -0.393 -0.714 -0.0005
H -1.96706 -3.21854 7.23819 -0.143 -0.170 0.401 -0.0001
H -1.68554 -4.96484 5.48394 0.141 0.462 0.033 0.0005
F 6.79916 1.21617 1.65304 0.212 0.286 -0.223 -0.0002
C 5.45673 1.06173 1.75931 -0.557 -1.184 0.454 -0.0054
C 4.59698 2.12395 1.58707 -0.340 0.460 0.485 0.0140
C 3.22405 1.89937 1.76802 -0.174 -0.460 -0.707 -0.0305
C 2.70124 0.63644 2.08721 -0.462 0.385 0.112 0.1187
C 3.60055 -0.40065 2.30410 1.321 0.656 -0.042 -0.0366
C 4.98882 -0.21215 2.10622 -1.043 0.466 -0.214 0.0045
H 4.96048 3.13706 1.43339 0.140 -0.221 -0.226 -0.0006
H 2.50025 2.68456 1.51482 0.483 0.026 0.300 0.0138
H 3.22313 -1.34019 2.67590 0.083 -0.346 -0.246 0.0016
H 5.65286 -1.05633 2.15823 0.391 -0.038 0.223 -0.0002
O -4.23612 3.75189 -0.38021 0.233 -0.054 0.260 0.0000
S -4.08185 3.18944 0.94601 -0.183 -0.650 0.212 0.0001
O -4.90100 3.76562 1.98611 0.332 0.158 -0.095 0.0001
N -2.51393 3.03635 1.37358 -0.285 0.420 -0.376 0.0007
C -2.14075 1.76782 1.43967 -0.570 -0.354 0.219 0.0137
O -0.98848 1.35111 1.64585 0.326 0.165 0.247 0.0316
C -3.27379 0.77500 1.21588 0.362 1.962 0.315 0.0009
C -3.21036 -0.56834 1.33984 0.863 -1.791 -0.227 -0.0038
C -4.32047 -1.26330 0.85190 -0.647 0.231 0.585 0.0005
C -5.49928 -0.60684 0.43370 0.433 -0.537 0.446 -0.0001
C -5.58678 0.77819 0.50179 -0.103 0.098 -0.043 0.0000
C -4.44038 1.43465 0.89062 0.272 0.392 -0.502 -0.0020
H -2.26735 -1.04695 1.74490 -1.227 0.374 -0.677 0.0046
H -4.34141 -2.33019 0.94036 0.051 -0.506 -0.204 -0.0001
H -6.36555 -1.20850 0.14952 0.288 0.198 -0.011 0.0000
H -6.49974 1.32588 0.27283 0.200 -0.172 -0.042 0.0000
O 0.70707 -0.06102 -0.10291 0.343 -0.150 0.769 0.0251
P 0.59733 0.12139 -1.55725 -0.427 -0.428 -1.079 0.0180
N 2.09899 0.38035 -2.19800 -1.345 -0.134 1.822 -0.0001
C 3.36146 0.04734 -1.50667 -0.388 -0.605 -0.119 0.0020
C 4.41356 0.62176 -2.43142 1.032 0.130 -0.524 0.0003
C 3.63856 1.63729 -3.28217 0.593 -0.325 -0.800 0.0000
C 2.29337 0.97247 -3.46335 0.525 -0.493 -1.447 0.0001
N -0.45657 1.30422 -1.99499 0.861 0.032 0.319 -0.0007
C -1.49653 1.21911 -2.98163 -0.623 -0.434 -1.628 -0.0002
C -1.56126 2.63578 -3.56607 0.477 -0.299 0.443 0.0001
C -1.34448 3.47463 -2.30687 -0.019 0.297 -0.606 -0.0006
C -0.31022 2.70223 -1.48362 -0.831 -0.780 0.155 0.0008
N -0.02256 -1.20261 -2.38615 0.227 1.062 0.622 0.0022
C 0.88782 -2.25379 -2.84057 -0.131 -0.838 0.185 -0.0015
C 0.13735 -3.57089 -2.50797 -0.393 -0.127 -0.806 0.0006
C -0.90953 -3.18407 -1.45832 0.122 -0.317 -0.127 -0.0005
C -1.28058 -1.75855 -1.86315 0.110 -0.962 -0.479 0.0009
H 3.47024 -1.04262 -1.44939 0.012 0.099 0.205 -0.0002
H 3.39144 0.44236 -0.49295 -0.106 0.100 -0.041 -0.0038
H 4.88868 -0.16430 -3.04814 -0.485 0.250 0.031 0.0000
H 5.25741 1.05890 -1.88845 -0.269 0.152 0.060 0.0000
H 4.10566 1.92247 -4.23355 0.065 -0.156 0.249 0.0001
H 3.48851 2.52241 -2.70212 -0.081 0.759 0.404 0.0000
H 2.31663 0.17764 -4.23207 0.297 0.206 -0.181 -0.0001
H 1.50370 1.63911 -3.79008 -0.260 0.302 0.354 0.0000
H -2.44992 0.90264 -2.53463 -0.031 0.317 0.031 0.0000
H -1.31275 0.48971 -3.80211 0.277 0.265 0.720 0.0002
H -2.49145 2.84244 -4.07590 -0.297 0.075 -0.060 0.0000
H -0.73683 2.78447 -4.28522 -0.194 -0.136 0.206 0.0000
H -2.28972 3.54292 -1.78659 -0.163 -0.023 0.391 0.0000
H -1.05854 4.49022 -2.56577 0.266 0.140 0.198 0.0000
H -0.57347 2.72423 -0.42021 0.345 0.168 -0.164 -0.0016
H 0.71454 3.00593 -1.64250 0.341 0.370 0.016 0.0020
H 1.83483 -2.26641 -2.28992 -0.085 0.286 -0.089 0.0001
H 1.11217 -2.16302 -3.91795 -0.086 -0.028 0.370 0.0001
H 0.79966 -4.37056 -2.18958 0.178 0.058 0.197 -0.0001
H -0.36578 -3.96493 -3.40817 0.081 0.270 0.187 0.0000
H -0.47118 -3.24747 -0.47107 0.142 0.381 0.370 0.0015
H -1.75646 -3.87334 -1.44898 -0.067 0.117 -0.136 -0.0002
H -1.74597 -1.18801 -1.07596 0.260 0.405 0.448 -0.0006
H -2.01817 -1.80539 -2.66269 -0.159 0.027 -0.292 0.0000
```
Forces are in eV/Å.

Values from the calculation:
2S+1	3
orbital gap (alpha / beta)	7.5 / 7.5	eV
total charge	-1
HOMO energy (alpha / beta)	-5.03 / -5.05	eV

---

In kJ/mol, the energy relative to the best compared isomer or geometry (same formula, charge and spin) values for the records above are, in order, 254.83, 137.16, 0.00.
In eV/A, the largest force on an atom values for the records above are, in order, 4.9, 3.7, 2.3.